1.
The following is a quantum chemistry calculation of 2 unconnected molecules or ions with the total composition C6H12N2O3S, from the Open Molecules 2025 dataset.

As for the SMILES: CCN1C=CN(C)C1.O=S(=O)=O. As for the total charge: 0. For the highest occupied orbital energy, the calculation gives -6.990 eV.

```
24
Properties=species:S:1:pos:R:3:lowdin_charge:R:1
C 0.85 2.49 -0.27 -0.089
C 0.26 1.85 -1.62 -0.215
N -0.23 0.47 -1.34 -0.132
C 0.60 -0.41 -0.59 -0.121
C -0.01 -0.85 0.50 -0.103
N -1.25 -0.27 0.62 -0.192
C -1.80 0.12 1.86 -0.082
C -1.46 0.56 -0.49 -0.204
H 1.50 3.26 -0.67 0.048
H -0.06 2.88 0.45 0.111
H 1.34 1.74 0.27 0.023
H 1.14 1.90 -2.43 0.134
H -0.72 2.40 -2.01 0.135
H 1.58 -0.46 -1.02 0.112
H 0.43 -1.64 0.99 0.061
H -1.32 -0.57 2.60 0.104
H -1.69 1.22 2.07 0.089
H -2.89 -0.07 1.88 0.087
H -2.39 0.27 -1.11 0.135
H -1.72 1.65 -0.22 0.114
O 1.49 -4.63 -1.14 -0.239
S 1.96 -4.25 0.18 0.710
O 1.06 -3.78 1.17 -0.245
O 3.34 -3.87 0.33 -0.239
```

---

2.
The following is a quantum chemistry calculation of C3H5N3O in the gas phase, from the Open Molecules 2025 dataset.

As for the SMILES: [H]/N=C/N1N=C1CO. As for the total charge: 0. For the highest occupied orbital energy, the calculation gives -9.878 eV.

```
12
Properties=species:S:1:pos:R:3:lowdin_charge:R:1
H -2.14 1.14 2.26 0.047
N -1.59 0.50 1.70 0.105
C -1.76 0.75 0.47 -0.302
N -1.18 0.00 -0.60 0.004
N -0.63 -1.42 -0.06 0.253
C 0.13 -0.48 -0.35 -0.365
C 1.55 -0.09 -0.56 -0.189
O 2.41 -1.19 -0.48 -0.034
H -2.39 1.55 0.06 0.109
H 1.60 0.44 -1.52 0.134
H 1.85 0.62 0.22 0.136
H 2.14 -1.83 -1.15 0.102
```

---

3.
The following is a quantum chemistry calculation of C4H4OS in the gas phase, from the Open Molecules 2025 dataset.

The spin multiplicity is 3. As for the total charge: 0. For the highest occupied orbital energy (alpha / beta), the calculation gives -7.340 / -9.837 eV. The expectation value of S² is 2.02.

```
10
Properties=species:S:1:pos:R:3:lowdin_charge:R:1
C -0.35 0.38 -0.89 -0.106
C 0.78 0.25 -0.25 -0.236
C -1.54 -0.26 -0.34 -0.305
C 0.99 -0.22 1.12 -0.636
O -1.80 -0.41 0.82 0.040
S 2.44 0.12 1.76 0.829
H -0.23 0.76 -1.95 0.127
H 1.78 0.59 -0.64 0.099
H -2.10 -0.72 -1.21 0.125
H 0.04 -0.50 1.59 0.065
```

---

4.
The following is a quantum chemistry calculation of 4 unconnected molecules or ions with the total composition C15H26Cl7N3O3, from the Open Molecules 2025 dataset.

As for the SMILES: CC[C@H](Cl)C1=C(CC(N)(N)N)C(=O)OC1=O.ClCCCl.ClCCCl.ClCCCl. As for the total charge: 0. For the highest occupied orbital energy, the calculation gives -9.386 eV.

```
54
Properties=species:S:1:pos:R:3:lowdin_charge:R:1
C 0.14 2.06 -0.96 -0.133
C 0.05 0.60 -0.53 -0.243
C -0.18 -0.45 -1.64 -0.583
Cl 0.08 0.18 -3.31 0.673
C -1.52 -1.10 -1.54 -0.116
C -2.76 -0.66 -1.77 -0.072
C -3.19 0.67 -2.27 -0.060
C -4.18 1.42 -1.34 -0.657
N -5.57 1.13 -1.64 0.098
N -3.95 2.84 -1.63 0.079
N -3.85 1.10 0.05 0.098
C -3.69 -1.76 -1.39 -0.377
O -4.87 -1.82 -1.45 0.174
O -2.94 -2.84 -0.94 0.153
C -1.61 -2.49 -1.01 -0.385
O -0.74 -3.22 -0.67 0.184
H -0.73 2.39 -1.52 0.046
H 1.03 2.24 -1.56 0.048
H 0.23 2.69 -0.07 0.075
H -0.74 0.49 0.22 0.097
H 1.00 0.33 -0.06 0.042
H 0.56 -1.24 -1.54 0.080
H -3.63 0.57 -3.27 0.138
H -2.30 1.29 -2.38 0.077
H -5.69 0.60 -2.49 0.072
H -6.03 0.65 -0.88 0.068
H -3.05 3.13 -1.26 0.065
H -4.67 3.38 -1.16 0.078
H -4.46 0.41 0.46 0.077
H -3.84 1.92 0.64 0.005
Cl 3.74 2.59 0.10 0.555
C 5.05 1.39 -0.04 -0.653
C 4.66 0.23 -0.92 -0.641
Cl 3.38 -0.76 -0.16 0.599
H 5.30 1.06 0.96 0.069
H 5.91 1.90 -0.48 0.077
H 5.51 -0.44 -1.05 0.006
H 4.29 0.56 -1.88 0.073
Cl -3.04 2.48 3.05 0.567
C -1.70 1.37 3.43 -0.647
C -1.96 0.57 4.68 -0.664
Cl -1.95 1.58 6.14 0.541
H -0.80 1.97 3.53 0.070
H -1.59 0.70 2.58 0.059
H -1.18 -0.18 4.80 0.074
H -2.92 0.07 4.63 0.068
Cl 7.15 -2.07 0.21 0.567
C 6.62 -3.76 0.44 -0.637
C 5.39 -3.85 1.30 -0.665
Cl 5.71 -3.37 2.98 0.539
H 7.46 -4.30 0.88 0.068
H 6.41 -4.17 -0.55 0.075
H 5.03 -4.88 1.32 0.075
H 4.60 -3.20 0.92 0.025
```

---

5.
The following is a quantum chemistry calculation of 2 unconnected molecules or ions with the total composition C4H10O, from the Open Molecules 2025 dataset.

As for the total charge: 0. For the highest occupied orbital energy, the calculation gives -8.270 eV.

```
15
Properties=species:S:1:pos:R:3:lowdin_charge:R:1
C -1.75 -0.64 -0.68 -0.004
C -0.72 0.31 0.85 -0.034
C 0.50 0.47 0.00 -0.456
C 1.88 0.29 0.61 -0.065
O 0.30 -0.68 -0.90 -0.164
H -1.64 -1.59 -1.26 0.059
H -1.93 0.15 -1.42 0.049
H -2.54 -0.76 0.02 -0.007
H -1.31 1.21 1.09 0.077
H -0.53 -0.25 1.80 0.081
H 0.43 1.42 -0.56 0.134
H 2.25 1.20 1.08 0.075
H 1.87 -0.51 1.35 0.079
H 2.59 0.01 -0.18 0.074
H 0.62 -0.64 -1.81 0.101
```

---

6.
The following is a quantum chemistry calculation of a molecular structure, C22H38F3Na3O24S, from the Open Molecules 2025 dataset.

As for the total charge: +2. For the highest occupied orbital energy, the calculation gives -13.793 eV.

```
91
Properties=species:S:1:pos:R:3:lowdin_charge:R:1
Na 4.93 -2.70 -0.08 0.855
Na 2.80 -1.76 3.68 0.719
Na 0.39 -4.25 -1.90 0.690
C 0.80 -0.04 -0.45 -0.584
F 1.40 0.06 -1.67 0.104
F 0.90 1.09 0.21 0.172
F -0.51 -0.22 -0.71 0.139
S 1.52 -1.55 0.55 0.561
O 0.89 -1.48 1.85 -0.288
O 1.11 -2.70 -0.28 -0.353
O 2.96 -1.28 0.42 -0.357
C 1.31 0.17 -6.17 -0.158
C 0.96 0.42 -4.77 -0.145
O -0.46 0.55 -4.79 0.078
C -0.94 0.51 -6.03 -0.515
O -2.11 0.66 -6.40 0.132
O 0.10 0.22 -6.84 0.094
H 1.91 -0.73 -6.06 0.132
H 1.92 0.88 -6.74 0.150
H 1.41 1.30 -4.32 0.132
H 1.21 -0.36 -4.06 0.105
C -1.56 -2.74 2.81 -0.204
C -0.93 -4.05 2.59 -0.135
O -1.78 -4.91 3.38 0.077
C -3.03 -4.38 3.25 -0.463
O -4.02 -4.98 3.73 0.133
O -2.87 -3.08 2.90 0.076
H -1.42 -1.93 2.09 0.122
H -1.20 -2.42 3.79 0.144
H 0.11 -4.03 2.89 0.121
H -1.02 -4.34 1.54 0.132
C 4.31 0.71 -3.05 -0.061
O 4.68 2.04 -3.02 0.020
C 5.92 2.39 -3.30 -0.560
O 6.78 1.58 -3.62 0.107
O 6.07 3.70 -3.00 0.028
C 7.30 4.27 -3.31 -0.075
H 3.23 0.61 -3.10 0.057
H 4.48 0.37 -2.02 0.089
H 4.77 0.07 -3.81 0.108
H 7.50 4.60 -4.32 0.102
H 8.18 3.77 -2.91 0.106
H 7.24 5.32 -3.00 0.100
C -1.09 -4.70 -4.83 -0.027
O -1.98 -3.62 -4.63 -0.002
C -2.31 -3.04 -3.45 -0.437
O -1.85 -3.32 -2.32 0.053
O -3.25 -2.10 -3.82 0.019
C -3.46 -0.95 -3.10 -0.058
H -1.35 -5.04 -5.83 0.119
H -1.26 -5.49 -4.10 0.099
H -0.06 -4.34 -4.79 0.089
H -4.48 -0.94 -2.70 0.109
H -3.37 -0.15 -3.83 0.106
H -2.84 -0.83 -2.21 0.082
C -3.14 5.20 4.29 -0.016
O -2.33 4.32 3.48 -0.031
C -2.24 2.99 3.77 -0.495
O -2.70 2.47 4.83 0.078
O -1.62 2.32 2.76 -0.039
C -1.72 0.88 2.70 -0.025
H -4.15 5.20 3.87 0.102
H -2.75 6.19 4.05 0.095
H -3.04 4.95 5.34 0.099
H -2.75 0.66 2.44 0.093
H -1.43 0.49 3.67 0.099
H -1.06 0.49 1.92 0.064
C -6.08 -1.86 2.40 0.027
O -5.08 -1.30 1.45 0.044
C -5.02 -0.06 1.21 -0.743
O -5.73 0.77 1.58 0.191
O -4.06 0.11 0.29 -0.045
C -3.76 1.32 -0.31 -0.059
H -6.05 -1.40 3.39 0.099
H -5.77 -2.81 2.83 0.077
H -7.11 -1.89 2.07 0.105
H -3.91 2.05 0.48 0.098
H -4.54 1.52 -1.04 0.103
H -2.82 1.40 -0.85 0.089
C 4.91 0.52 5.90 -0.018
O 4.16 1.65 5.45 0.078
C 3.36 1.45 4.43 -0.519
O 3.23 0.49 3.64 0.023
O 2.66 2.59 4.28 0.037
C 1.95 2.93 3.09 -0.027
H 4.92 -0.35 5.24 0.071
H 4.76 0.11 6.90 0.109
H 5.97 0.78 5.89 0.108
H 1.45 3.89 3.17 0.113
H 1.08 2.30 2.91 0.073
H 2.46 2.83 2.13 0.102
```

---

7.
The following is a quantum chemistry calculation of 13 unconnected molecules or ions with the total composition H25O13, from the Open Molecules 2025 dataset.

As for the total charge: -1. For the highest occupied orbital energy, the calculation gives -6.303 eV.

```
38
Properties=species:S:1:pos:R:3:lowdin_charge:R:1
O 0.08 -0.77 0.39 -0.361
H -0.18 -0.35 -0.39 -0.042
O -0.87 2.25 -1.30 -0.038
H -0.86 3.17 -1.51 0.081
H -0.78 1.82 -2.18 0.073
O 1.02 -2.21 2.37 -0.075
H 0.95 -1.54 3.03 -0.032
H 0.69 -1.78 1.57 -0.030
O -1.73 -0.98 -1.97 -0.044
H -1.31 -0.74 -2.82 0.054
H -1.29 -1.79 -1.75 0.001
O 2.33 0.43 1.38 -0.088
H 1.55 -0.01 1.04 -0.049
H 2.35 1.20 0.75 0.005
O 1.90 -0.40 -1.65 -0.045
H 1.30 -0.61 -0.92 0.003
H 2.52 0.21 -1.26 0.046
O -0.54 1.36 1.84 -0.073
H -1.04 2.12 1.50 0.066
H -0.31 0.70 1.14 0.005
O 0.19 -0.10 3.86 -0.061
H -0.05 0.46 3.10 -0.019
H -0.65 -0.27 4.27 0.033
O -1.84 -1.66 1.85 -0.107
H -1.32 -2.01 2.57 -0.005
H -1.11 -1.29 1.26 -0.028
O -2.90 0.80 -0.36 -0.092
H -2.52 -0.09 -0.42 0.004
H -2.12 1.33 -0.58 -0.046
O 1.59 2.34 -0.42 -0.070
H 0.67 2.18 -0.67 -0.022
H 1.74 3.05 -1.08 0.069
O -0.18 -2.98 -0.83 -0.037
H 0.66 -3.41 -0.78 0.047
H -0.06 -2.15 -0.42 -0.072
O 0.57 0.94 -3.48 -0.064
H 0.57 0.43 -4.29 0.038
H 0.95 0.36 -2.81 -0.027
```

---

8.
The following is a quantum chemistry calculation of a molecular structure, C12H29AlBeBrLiNNa2O8S2, from the Open Molecules 2025 dataset.

As for the total charge: +1. For the highest occupied orbital energy, the calculation gives -9.649 eV.

```
58
Properties=species:S:1:pos:R:3:lowdin_charge:R:1
C 6.33 3.17 -2.59 -0.015
C 5.25 4.44 -2.62 -0.256
O 5.24 5.22 -1.51 -0.024
O 4.40 4.71 -3.79 -0.109
C 2.96 4.70 -3.43 -0.232
C 2.33 3.30 -4.01 -0.269
Al 0.80 2.50 -2.91 -0.258
S 1.58 0.63 -1.76 0.329
S -0.27 3.98 -1.53 0.389
H 6.33 2.64 -1.54 0.034
H 7.40 3.60 -2.89 0.128
H 6.04 2.35 -3.38 0.099
H 2.46 5.60 -4.03 0.144
H 2.75 4.91 -2.30 0.109
H 3.21 2.51 -4.06 0.070
H 1.95 3.47 -5.10 0.055
H -0.30 2.00 -3.97 -0.124
H 2.96 0.62 -2.13 -0.204
H 0.48 5.15 -1.31 -0.143
C -0.21 -4.79 2.32 -0.101
O -1.54 -4.58 1.87 -0.200
C -2.42 -4.14 2.91 -0.207
C -2.89 -2.70 2.64 -0.200
N -1.79 -1.75 2.82 -0.033
C -2.10 -0.40 2.35 -0.232
C -2.33 -0.22 0.84 -0.328
O -1.16 -0.44 0.04 -0.199
C -0.94 -1.80 -0.32 -0.092
H 0.36 -5.23 1.49 0.094
H 0.26 -3.84 2.59 0.079
H -0.19 -5.48 3.16 0.078
H -1.97 -4.24 3.90 0.117
H -3.30 -4.80 2.88 0.118
H -3.70 -2.45 3.33 0.121
H -3.28 -2.66 1.62 0.100
H -0.97 -2.09 2.32 0.079
H -1.25 0.24 2.64 0.130
H -2.97 -0.02 2.89 0.031
H -2.61 0.83 0.67 0.053
H -3.18 -0.81 0.46 0.049
H -1.88 -2.36 -0.44 0.095
H -0.30 -2.28 0.42 0.081
H -0.41 -1.81 -1.27 0.074
Be -4.80 0.59 1.61 0.512
C -2.44 -7.45 4.27 -0.156
O -1.68 -6.49 4.99 -0.144
H -2.35 -7.25 3.20 0.078
H -2.06 -8.45 4.49 0.081
H -3.49 -7.37 4.57 0.080
H -1.78 -6.69 5.93 0.092
C -2.59 7.12 -1.68 -1.041
O -2.21 6.61 -0.63 0.181
O -3.41 8.03 -1.77 0.288
O -2.19 6.80 -2.81 0.151
Na -3.50 5.22 -2.28 0.702
Li 6.10 0.88 -1.06 0.601
Br 6.70 -1.92 -0.90 -0.560
Na -1.40 2.73 -5.23 0.707
```